Record 1
{"formula": "C22H50LaN3OP3", "method": "the ωB97M-V functional and the def2-TZVPD basis", "charge": 3, "lumo_ha": -0.351, "de_lowest_kcal_mol": 10.9, "max_force_ha_per_bohr": 0.044, "e_tot_ev": -58844.313, "spin_multiplicity": 1, "species": ["La", "P", "P", "P", "H", "C", "C", "H", "C", "C", "C", "C", "C", "C", "C", "C", "C", "H", "H", "H", "H", "H", "H", "H", "H", "H", "H", "H", "H", "H", "H", "H", "H", "H", "H", "H", "H", "H", "H", "H", "H", "H", "H", "H", "H", "H", "C", "C", "C", "C", "C", "C", "O", "H", "H", "H", "H", "H", "H", "C", "N", "C", "C", "N", "N", "C", "C", "H", "H", "H", "H", "H", "H", "H", "H", "H", "H", "H", "H", "H"], "coordinates": [[0.2697, -0.4021, 0.3873], [-1.8378, 1.4742, 1.3855], [-1.8106, -2.3457, 0.0909], [-1.0293, 0.9449, -1.8482], [3.1269, 0.1239, -0.8825], [2.9871, 1.0956, -1.4036], [3.1672, 2.2592, -0.7549], [3.5197, 2.2485, 0.2912], [-1.9616, 1.7508, 3.2059], [-3.6224, 1.1288, 1.0939], [-1.7245, 3.2345, 0.8536], [-1.0173, -3.6947, -0.8848], [-2.2468, -3.2912, 1.5985], [-3.3930, -2.3193, -0.7975], [-0.1451, 2.4217, -2.4816], [-2.7817, 1.2212, -2.2764], [-0.6714, -0.1696, -3.2508], [2.7634, 1.0385, -2.4779], [3.0023, 3.2421, -1.2073], [-1.1071, 2.3206, 3.5992], [-2.0345, 0.7965, 3.7484], [-2.8834, 2.3262, 3.3779], [-3.8776, 0.1222, 1.4559], [-3.9018, 1.2021, 0.0371], [-4.1835, 1.8765, 1.6734], [-0.7714, 3.6792, 1.1657], [-2.5455, 3.7785, 1.3385], [-1.8057, 3.3507, -0.2332], [-1.7021, -4.5535, -0.7661], [-0.0288, -3.9328, -0.4565], [-0.9382, -3.5562, -1.9769], [-2.8587, -4.1666, 1.3227], [-2.8363, -2.6914, 2.3027], [-1.3521, -3.6458, 2.1309], [-3.8778, -3.3015, -0.6871], [-3.1999, -2.1230, -1.8609], [-4.0705, -1.5494, -0.4143], [-0.2567, 2.4271, -3.5765], [0.9255, 2.3682, -2.2232], [-0.5884, 3.3276, -2.0513], [-2.8227, 1.3718, -3.3645], [-3.1801, 2.0999, -1.7554], [-3.3562, 0.3204, -2.0151], [-0.8239, 0.3417, -4.2107], [-1.2687, -1.0939, -3.2075], [0.3941, -0.3829, -3.1836], [1.5432, -2.4391, -4.1425], [1.3787, -3.7902, -4.4819], [1.7965, -4.2059, -5.7529], [2.3252, -3.2948, -6.6779], [2.2320, -1.9224, -6.3972], [1.7424, -1.5077, -5.1652], [1.4988, -1.9696, -2.8016], [1.8401, -2.6230, -2.1594], [0.8930, -4.5016, -3.7916], [1.6901, -5.2601, -6.0391], [2.7570, -3.6377, -7.6121], [2.5313, -1.1782, -7.1252], [1.5252, -0.4701, -4.9615], [1.5700, 3.5378, 3.1120], [1.5366, 2.3563, 3.9709], [1.1106, 2.6067, 5.3554], [1.5444, 1.1153, 3.4117], [1.3028, 0.9293, 2.0960], [1.7103, 0.0256, 4.2068], [2.5350, 0.0947, 5.4099], [1.4970, -1.3019, 3.6241], [0.6347, 3.6789, 2.5259], [1.7333, 4.4356, 3.7352], [2.4183, 3.4730, 2.4146], [0.5042, 1.7817, 5.7317], [1.9666, 2.7398, 6.0250], [0.4916, 3.5124, 5.4051], [1.4570, 1.8259, 1.6162], [2.0067, 0.5586, 6.2367], [2.7948, -0.9183, 5.7147], [3.4681, 0.6312, 5.2299], [0.4316, -1.4353, 3.3614], [2.1277, -1.4717, 2.7321], [1.7626, -2.0488, 4.3817]], "forces_ev_per_a": [[1.467, 1.019, 0.093], [-1.026, 0.661, 0.744], [-1.269, -1.839, -0.323], [-0.352, 0.197, -1.997], [0.317, 0.598, -0.380], [-0.259, 0.047, 0.264], [-0.127, -0.637, 0.371], [-0.270, 0.072, -0.576], [0.238, -0.186, 0.096], [0.058, -0.140, -0.157], [0.192, -0.107, -0.206], [0.132, -0.348, -0.034], [-0.029, -0.064, 0.420], [-0.393, 0.505, -0.188], [0.011, 0.166, 0.200], [-0.149, 0.319, 0.417], [0.434, -0.113, 0.161], [0.011, 0.003, 0.531], [0.275, -0.419, -0.021], [-0.236, -0.230, -0.182], [-0.002, 0.285, -0.112], [0.331, -0.163, 0.061], [0.023, 0.311, -0.021], [0.066, -0.024, 0.343], [0.020, -0.297, -0.260], [-0.284, -0.112, -0.107], [0.188, -0.067, -0.139], [-0.084, -0.030, 0.283], [0.496, 0.132, 0.137], [-0.326, -0.230, -0.263], [0.102, 0.445, 0.515], [0.296, 0.295, 0.024], [0.119, -0.011, -0.174], [-0.202, 0.056, -0.169], [0.208, 0.296, -0.080], [-0.138, -0.083, 0.240], [0.063, -0.153, -0.066], [0.004, 0.166, 0.379], [-0.587, 0.119, -0.152], [0.262, -0.078, -0.204], [-0.057, 0.045, 0.349], [-0.127, -0.247, -0.252], [0.075, 0.368, -0.106], [-0.311, -0.047, 0.323], [0.373, 0.233, -0.084], [-0.350, -0.248, -0.169], [-0.173, -0.726, -0.555], [0.135, 0.215, 0.279], [-0.097, -0.040, -0.303], [-0.252, 0.298, 0.562], [-0.310, -0.730, -0.015], [0.405, -0.106, 0.748], [-0.179, -0.400, 0.837], [-0.023, -0.028, -1.249], [0.676, 0.336, -0.228], [0.131, 0.491, 0.231], [-0.179, 0.023, 0.099], [-0.123, -0.096, -0.033], [0.585, 0.251, -0.006], [0.197, 0.374, -0.287], [-0.065, -0.414, -0.424], [0.035, -0.040, 0.517], [-0.576, 0.175, 0.792], [0.652, 0.342, -0.089], [-0.203, 0.069, -0.884], [0.310, -0.115, 0.579], [-0.020, 0.302, 0.050], [0.473, -0.099, 0.497], [-0.097, -0.547, -0.335], [-0.206, 0.102, 0.169], [0.004, 0.088, -0.146], [-0.156, 0.080, -0.129], [0.243, -0.237, -0.248], [-0.293, -0.231, 0.168], [0.126, -0.141, 0.044], [-0.038, 0.116, -0.067], [-0.094, 0.064, -0.074], [0.169, -0.040, 0.113], [-0.009, 0.050, 0.239], [-0.232, 0.146, -0.382]]}

Record 2
{"formula": "C22H51F3N8O5P2", "method": "the ωB97M-V functional and the def2-TZVPD basis", "lumo_ha": 0.008, "de_lowest_kcal_mol": 39.6, "max_force_ha_per_bohr": 0.091, "e_tot_ev": -72529.232, "spin_multiplicity": 1, "smiles": "NC(=O)CC[C@@]1(C[C@@H](O)C(F)(F)F)CNC(=O)C1.CN(C)P(=O)(N(C)C)N(C)C.CN(C)P(=O)(N(C)C)N(C)C", "species": ["N", "C", "O", "C", "C", "C", "C", "C", "O", "C", "F", "F", "F", "C", "N", "C", "O", "C", "H", "H", "H", "H", "H", "H", "H", "H", "H", "H", "H", "H", "H", "H", "H", "C", "N", "C", "P", "O", "N", "C", "C", "N", "C", "C", "H", "H", "H", "H", "H", "H", "H", "H", "H", "H", "H", "H", "H", "H", "H", "H", "H", "H", "C", "N", "C", "P", "O", "N", "C", "C", "N", "C", "C", "H", "H", "H", "H", "H", "H", "H", "H", "H", "H", "H", "H", "H", "H", "H", "H", "H", "H"], "coordinates": [[-4.5592, -1.2555, 0.8323], [-3.6646, -1.1816, -0.2552], [-3.3012, -2.1814, -0.8219], [-3.2242, 0.1950, -0.7044], [-1.7071, 0.4351, -0.5390], [-1.2639, 1.0295, 0.8178], [-1.3463, -0.0817, 1.8613], [-0.7843, 0.3045, 3.2412], [-1.7809, 1.0396, 3.9451], [-0.5275, -0.9897, 4.0295], [0.6849, -1.4837, 3.7264], [-1.4198, -1.9518, 3.6959], [-0.6156, -0.8296, 5.3467], [0.2100, 1.5004, 0.5181], [0.3541, 2.9425, 0.7988], [-0.7798, 3.2520, 1.6248], [-0.7738, 4.0666, 2.4986], [-1.9275, 2.3642, 1.1873], [-4.6469, -0.3390, 1.2573], [-4.1328, -1.8439, 1.5430], [-3.8304, 0.9728, -0.2395], [-3.4299, 0.2373, -1.7741], [-1.4281, 1.1313, -1.3281], [-1.2089, -0.5204, -0.6967], [-0.8337, -0.9676, 1.4860], [-2.3968, -0.3140, 2.0209], [0.1298, 0.8866, 3.1759], [-2.4875, 0.4173, 4.1534], [0.9284, 0.9964, 1.1669], [0.5398, 1.3645, -0.5082], [0.2582, 3.5498, -0.0085], [-2.2925, 2.7491, 0.2335], [-2.6648, 2.3409, 1.9817], [-2.9226, -5.6830, -1.5327], [-3.0236, -5.7853, -2.9801], [-2.8797, -4.4616, -3.5737], [-2.0726, -6.9413, -3.8165], [-0.6631, -6.5425, -3.5103], [-2.1187, -8.5035, -3.1148], [-3.0264, -8.8841, -2.0579], [-0.8380, -9.1839, -2.9768], [-3.3259, -7.3495, -4.9852], [-2.8454, -7.3507, -6.3747], [-4.6719, -6.8014, -4.9233], [-3.5988, -4.9051, -1.1754], [-1.9095, -5.4297, -1.1949], [-3.2332, -6.6016, -1.0397], [-3.0152, -4.5074, -4.6605], [-1.8901, -4.0323, -3.3775], [-3.6398, -3.7855, -3.1808], [-2.6612, -8.5754, -1.0689], [-3.1489, -9.9709, -2.0429], [-4.0231, -8.4662, -2.2103], [-0.2810, -8.8577, -2.0888], [-0.2088, -9.0090, -3.8453], [-1.0078, -10.2610, -2.9074], [-2.6714, -6.3376, -6.7575], [-3.5634, -7.8477, -7.0278], [-1.9040, -7.9031, -6.4437], [-4.7369, -5.7498, -5.2297], [-5.0956, -6.8956, -3.9295], [-5.2946, -7.3899, -5.6025], [2.3608, 5.4874, 2.0115], [3.7889, 5.2993, 2.2197], [4.1344, 3.8912, 2.0723], [4.8979, 6.2931, 1.3681], [4.6246, 5.9872, -0.0718], [4.5047, 7.9594, 1.4177], [3.4756, 8.5190, 2.2633], [4.5931, 8.6783, 0.1538], [6.0268, 6.4452, 2.7112], [7.4233, 6.1904, 2.3279], [5.7628, 5.8926, 4.0309], [1.8001, 4.7855, 2.6282], [2.0624, 5.3308, 0.9678], [2.0380, 6.4776, 2.3244], [5.1968, 3.7317, 2.2878], [3.9394, 3.5229, 1.0578], [3.5649, 3.2895, 2.7830], [2.4757, 8.4134, 1.8214], [3.6593, 9.5857, 2.4200], [3.4718, 8.0608, 3.2538], [3.7025, 8.5398, -0.4731], [5.4562, 8.3519, -0.4201], [4.7177, 9.7450, 0.3540], [7.6195, 5.1265, 2.1467], [8.1036, 6.5391, 3.1054], [7.6650, 6.7380, 1.4125], [5.8590, 4.8008, 4.0819], [4.7762, 6.1668, 4.3880], [6.4931, 6.3280, 4.7181]], "forces_ev_per_a": [[0.994, 0.663, 0.360], [-0.434, -0.082, -0.012], [0.334, -0.113, 0.072], [-0.110, -0.096, -0.362], [-1.225, 0.312, 0.409], [1.021, -0.129, -1.148], [0.685, 0.738, 0.240], [-1.567, -0.720, 0.103], [0.480, 0.246, -0.037], [0.537, -0.074, -0.434], [0.063, 0.009, 0.123], [-0.181, 0.070, 0.168], [0.178, 0.040, 0.065], [0.756, 0.510, 0.147], [-0.707, -0.226, 0.734], [0.231, 0.211, -0.197], [-0.212, 0.156, -0.054], [0.106, -0.542, 0.265], [-0.282, 0.008, -0.018], [-0.533, -0.583, -0.156], [0.102, 0.117, 0.099], [-0.099, -0.049, -0.037], [0.176, -0.024, -0.043], [0.225, 0.071, -0.186], [-0.023, -0.048, -0.097], [-0.016, -0.267, -0.014], [0.020, 0.120, 0.240], [-0.098, 0.141, 0.076], [0.005, -0.206, -0.081], [-0.172, -0.512, -0.050], [0.429, -0.161, -0.213], [-0.361, 0.465, 0.257], [-0.335, -0.111, -0.241], [0.224, -0.147, 0.339], [-0.389, -0.406, 0.108], [0.035, 0.060, -0.438], [-2.152, -1.182, 4.009], [0.117, 0.268, -2.811], [0.428, 0.024, 0.131], [-0.454, -0.110, -0.221], [0.176, 0.196, 0.158], [1.707, 1.206, -1.358], [0.221, -0.280, 0.090], [-0.137, 0.276, 0.143], [0.048, 0.114, -0.148], [-0.006, 0.024, -0.004], [0.095, -0.014, -0.120], [0.071, -0.037, 0.048], [-0.029, 0.030, 0.018], [-0.005, -0.056, 0.095], [-0.030, -0.081, 0.003], [0.063, -0.009, -0.027], [0.057, 0.124, -0.022], [0.033, -0.046, -0.011], [0.020, 0.060, 0.025], [-0.124, 0.018, 0.045], [-0.069, -0.019, -0.084], [-0.048, -0.018, 0.063], [-0.011, 0.042, 0.012], [-0.053, -0.027, -0.004], [0.102, 0.038, 0.058], [0.124, -0.019, -0.074], [-0.197, 0.221, -0.191], [-0.046, 0.418, 0.349], [0.356, -0.077, -0.013], [-3.841, 1.897, 1.922], [2.701, -0.804, 0.071], [-0.105, 0.007, -0.448], [0.207, 0.063, 0.473], [-0.179, -0.162, -0.193], [1.230, -1.418, -1.650], [-0.018, 0.300, -0.217], [-0.207, -0.244, 0.116], [0.107, -0.132, -0.045], [-0.006, -0.017, 0.004], [0.105, -0.015, -0.090], [-0.041, 0.013, -0.064], [-0.028, -0.013, 0.023], [-0.053, 0.064, 0.016], [0.012, 0.080, 0.033], [0.036, 0.004, -0.061], [0.001, -0.124, -0.059], [0.022, 0.045, -0.030], [-0.034, -0.054, -0.024], [-0.057, -0.011, 0.120], [0.081, 0.000, 0.075], [-0.061, 0.029, 0.045], [-0.021, -0.038, 0.009], [0.008, 0.024, 0.056], [-0.055, -0.024, -0.106], [0.086, 0.006, -0.117]]}

Results for Kohn-Sham gap: 5.6286 8.2823 (in eV, following the order of the records).